1.
Below is a cluster of 2 separate species, CH2FN3O3 in total, with properties calculated with ωB97M-V/def2-TZVPD.

## Properties
Frontier orbital gap: 11.0 eV
SMILES string: [O-]/[N+](O)=N\F.N=C=O
ΔE to the lowest compared entry with this formula, charge and spin: 7.0 kcal per mole

```
! RIJCOSX wB97M-V def2-TZVPD def2/J DEFGRID3
* xyz 0 1
F 1.51206 1.82983 -0.27182
O -1.58195 -1.20791 -0.40696
O 1.39484 -1.52827 -0.32682
O 1.18542 -0.11284 1.35447
N 1.46152 -0.26450 0.16333
N -2.37882 0.84837 0.36420
N 1.78205 0.56600 -0.68376
C -1.83079 -0.14761 -0.00597
H -2.02542 1.75374 0.50755
H 0.48109 -1.73681 -0.69421
*
```

Löwdin population analysis, charges in e, atoms 1 to 6: F -0.01; O 0.15; O 0.08; O 0.05; N -0.41; N 0.22



2.
Below is a structure of composition CH2FNO, with properties calculated with ωB97M-V/def2-TZVPD.

## Properties
Frontier orbital gap: 11.3 eV
ΔE to the lowest compared entry with this formula, charge and spin: 102.5 kcal per mole

```
! RIJCOSX wB97M-V def2-TZVPD def2/J DEFGRID3
* xyz 0 1
F 1.37967 -0.26591 -0.03811
O -0.42634 0.89883 0.67176
N -0.68278 0.34018 -0.65294
C 0.09698 -0.31740 0.30661
H -0.13766 0.88551 -1.26611
H -0.22987 -1.54120 0.97878
*
```

Löwdin charges, unit e, in atom order: F 0.05; O 0.00; N 0.09; C -0.48; H 0.08; H 0.26



3.
Below is a cluster of 2 separate species, CH2FNO2 in total, with properties calculated with ωB97M-V/def2-TZVPD.

## Properties
Frontier orbital gap (spin up / spin down): 10.3 / 10.3 eV
ΔE to the lowest compared entry with this formula, charge and spin: 107.8 kcal per mole

```
! RIJCOSX wB97M-V def2-TZVPD def2/J DEFGRID3
* xyz 0 1
F 1.43244 -1.54172 -0.20402
O -1.45416 -0.80488 -0.75627
O -1.37654 0.89652 0.60278
N -0.93158 0.02980 -0.08303
C 0.47187 0.23599 0.01544
H 1.10192 0.71261 -0.65636
H 0.75605 0.47168 1.08147
*
```

Löwdin population analysis, charges in e, atoms 1 to 6: F -0.32; O 0.17; O 0.13; N -0.45; C 0.22; H 0.10



- The highest ΔE to the lowest compared entry with this formula, charge and spin belongs to which entry?
  CH2FNO2



- Among the records above, which one has the highest ΔE to the lowest compared entry with this formula, charge and spin?
  CH2FNO2